# 1
{"formula": "C20H52BrN18O12PS2", "method": "wB97M-V/def2-TZVPD", "elements": ["Br", "S", "S", "P", "O", "O", "O", "O", "O", "O", "O", "O", "O", "O", "O", "O", "N", "N", "N", "N", "N", "N", "N", "N", "N", "N", "N", "N", "N", "N", "N", "N", "N", "N", "C", "C", "C", "C", "C", "C", "C", "C", "C", "C", "C", "C", "C", "C", "C", "C", "C", "C", "C", "C", "H", "H", "H", "H", "H", "H", "H", "H", "H", "H", "H", "H", "H", "H", "H", "H", "H", "H", "H", "H", "H", "H", "H", "H", "H", "H", "H", "H", "H", "H", "H", "H", "H", "H", "H", "H", "H", "H", "H", "H", "H", "H", "H", "H", "H", "H", "H", "H", "H", "H", "H", "H"], "coordinates": [[-1.06369, 4.11183, -3.73214], [1.11471, 2.04316, 1.96273], [3.22045, 2.53790, 3.98578], [0.16954, 2.25876, -3.39944], [-3.54553, -4.87100, -1.99870], [1.46137, 5.15308, -1.88882], [4.57386, 0.37284, 7.08442], [-6.39143, -1.49455, -2.10318], [-7.73573, -2.71028, -6.69489], [4.56672, 2.16826, -0.67000], [-3.14001, 2.22786, -1.53492], [-8.34165, -4.96295, -1.45538], [-0.72667, 1.42491, -2.30508], [9.08466, 1.74102, 9.68311], [3.03513, 0.29332, -4.40278], [3.64525, -2.01834, 1.71705], [2.42711, -1.76909, -5.10605], [7.72520, 2.70936, 8.15565], [3.61886, 2.34191, 7.69160], [-6.06248, -0.93844, -4.29403], [-5.68012, -2.93664, -7.63304], [-1.75435, -3.52269, -1.63453], [9.96973, 3.27355, 8.26261], [-3.86596, -2.62749, -1.92106], [-6.54370, -6.31691, -1.16560], [-3.87960, 1.97368, 0.59937], [-8.50670, -6.69273, -0.00148], [5.18097, 1.31899, 9.05629], [-4.55070, 0.52706, -1.07139], [2.98981, 0.28700, 2.51325], [4.66036, -1.18298, -4.96856], [2.81350, 3.71511, -0.54709], [-7.51841, -2.39733, -8.92569], [-7.16015, -2.86782, -3.72873], [3.35546, -0.81503, -4.80110], [0.37126, 4.48016, 0.86912], [2.37340, -0.74557, 3.36706], [2.61458, -2.09627, 2.66375], [-3.08963, -3.74133, -1.86094], [2.45816, 1.69461, -1.81625], [2.53673, 1.57036, 2.86439], [-7.82826, -5.92993, -0.91394], [0.30000, 3.69605, -0.43898], [4.45956, 1.28006, 7.88417], [1.56074, 3.83646, -1.28873], [1.21522, 3.84702, 1.98054], [-7.02262, -2.68350, -7.68925], [1.65827, 2.85199, -2.46878], [-3.81824, 1.61599, -0.71810], [-6.53750, -1.75362, -3.30217], [4.43332, 0.12532, 2.63679], [3.42707, 2.48798, -0.95096], [4.76753, -1.34546, 2.23989], [8.93504, 2.52402, 8.75887], [-9.45026, -6.42777, 0.20541], [10.86792, 3.15400, 8.68960], [3.51275, 3.09302, 8.34563], [-7.27029, -3.09091, -4.70603], [-5.28639, -3.16156, -6.73783], [2.03643, 5.76814, -1.43250], [2.99452, 1.17297, -2.60189], [-5.60016, -0.09053, -4.03092], [5.80019, 0.54973, 9.24411], [4.77854, 0.26815, 3.66136], [4.94433, -2.08723, -5.29152], [9.87079, 3.92023, 7.50477], [3.08638, 2.35239, 6.84197], [0.03451, 2.65266, -0.29571], [-5.11652, -0.01443, -0.44404], [-5.08014, -2.91911, -8.43500], [-4.52553, 0.25423, -2.03264], [-1.35648, -2.60999, -1.51831], [-0.63059, 4.72294, 1.21054], [4.96053, 0.79441, 1.96641], [-6.00261, -5.76439, -1.80884], [1.31152, -0.56656, 3.49173], [-3.34758, 2.77354, 0.88384], [0.84562, 4.19000, 2.94478], [2.88389, -0.73096, 4.33450], [5.13608, -1.87616, 3.12146], [2.83036, -2.87437, 3.40327], [-0.49021, 4.13051, -1.04426], [2.26847, 3.27717, -3.26433], [-6.19433, -1.14158, -5.26806], [5.36063, -0.50092, -4.74781], [-1.15924, -4.32639, -1.58230], [-1.39334, 1.99748, -1.88727], [-6.10721, -7.10115, -0.72216], [-6.95751, -2.36881, -9.75482], [1.70272, -2.39468, 2.15320], [-3.50860, -1.69899, -1.80722], [2.25417, 4.14883, 1.94691], [2.66071, -2.68641, -5.43246], [1.83882, 1.07178, -1.17514], [7.57395, 3.34525, 7.39615], [-4.85381, -2.75079, -2.08062], [-7.51290, -3.50260, -3.02823], [1.46257, -1.52052, -4.99078], [5.52637, -1.34419, 1.46677], [6.95084, 2.15765, 8.50696], [3.48346, 4.41014, -0.86587], [5.09817, 2.05256, 9.73538], [-4.42711, 1.48303, 1.27976], [0.84459, 5.43485, 0.63986], [-8.10903, -7.48678, 0.46042], [-8.50042, -2.20753, -8.99288]], "homo_lumo_gap_ev": 8.2551, "total_charge": 0}

# 2
{"formula": "C4H7O4", "method": "wB97M-V/def2-TZVPD", "elements": ["O", "O", "O", "O", "C", "C", "C", "C", "H", "H", "H", "H", "H", "H", "H"], "coordinates": [[-0.51131, 0.17785, 1.59111], [0.63601, 0.00651, -0.20730], [-1.38705, -1.20338, -0.87596], [-1.13148, 0.91096, 0.61119], [-0.63029, 0.47674, -0.53977], [-0.78743, 1.31526, -1.75816], [1.59472, -1.05929, 1.77206], [0.61240, -0.24750, 1.06686], [-0.24567, 0.78613, -2.46565], [1.60980, -2.09707, 1.55277], [-0.26148, 2.15706, -1.43215], [-1.73771, 1.65990, -1.99337], [-1.80965, -1.33209, -1.68927], [1.55428, -1.09008, 2.86190], [2.49485, -0.46098, 1.50576]], "homo_lumo_gap_ev": 9.2517, "de_lowest_ev": 4.598, "total_charge": 1}

# 3
{"formula": "C30H29N7O8", "method": "wB97M-V/def2-TZVPD", "elements": ["O", "O", "O", "O", "O", "O", "O", "O", "N", "N", "N", "N", "N", "N", "N", "C", "C", "C", "C", "C", "C", "C", "C", "C", "C", "C", "C", "C", "C", "C", "C", "C", "C", "C", "C", "C", "C", "C", "C", "C", "C", "C", "C", "C", "C", "H", "H", "H", "H", "H", "H", "H", "H", "H", "H", "H", "H", "H", "H", "H", "H", "H", "H", "H", "H", "H", "H", "H", "H", "H", "H", "H", "H", "H"], "coordinates": [[2.90769, -0.74305, -6.44686], [1.40724, -1.50912, -7.86046], [-0.58665, -2.30975, 2.19485], [-1.25002, 1.46180, 0.89575], [2.91743, -2.26302, -3.35177], [2.21878, -0.63571, -2.16456], [-2.18938, 3.08233, 1.98592], [0.73004, -1.30158, 0.83553], [0.45267, -1.76932, 1.91882], [1.71060, -0.87053, -6.80665], [-1.90593, 5.24702, -1.88718], [-4.42736, 3.01881, 0.01423], [-1.11671, 1.67812, -1.71802], [2.20796, -1.79460, -2.45431], [-1.58972, 2.02715, 1.95319], [-0.81752, 1.84017, 5.65424], [-1.57471, 4.56839, -1.04634], [3.26563, -0.55172, 4.07142], [1.10143, -3.96587, -2.19103], [0.14532, -4.79730, -1.58167], [1.34462, -1.64606, 3.11557], [1.85379, -1.95228, 5.52879], [-1.25299, 3.68033, 0.09801], [-0.92437, 1.62799, 3.25684], [-0.16379, -3.24498, 0.16302], [0.48476, 0.58188, 0.13283], [-3.35705, 2.27589, -2.25763], [-0.44916, -4.46541, -0.41330], [-0.42924, 1.14625, -0.88535], [0.74366, -2.34918, -0.38285], [0.86821, 0.24167, -4.66877], [-1.65812, 0.43386, -5.75059], [-0.63991, -0.18469, -6.49599], [2.93014, -1.06811, 5.35074], [0.37224, 1.10624, 5.57194], [0.64447, -0.29050, -5.95276], [1.05000, -2.15897, 4.42123], [2.53013, -0.97279, 2.93909], [0.24622, 0.84875, 3.22951], [-4.00452, 2.63503, -0.97396], [-0.14948, 0.81885, -3.88419], [1.36975, -2.74185, -1.60383], [0.83657, 0.52528, 4.39120], [-1.37356, 1.04045, -4.50927], [-1.50278, 2.06821, 4.46839], [0.85791, -1.32489, -0.06008], [-2.40389, 2.66352, 4.47043], [0.89173, 0.70208, 6.42820], [-0.83080, -0.69031, -7.43104], [-2.29819, 2.02922, -2.17969], [0.12222, -2.66839, 4.63600], [-0.73761, -2.89728, 1.00933], [-2.25785, 3.39484, 0.40923], [3.53310, -0.86497, 6.22343], [2.92234, -0.61389, 1.99900], [0.69875, 1.38515, 0.83785], [1.86975, 0.28365, -4.26684], [1.50479, -4.32867, -3.12488], [1.47519, -2.22282, 6.50341], [-0.08888, -5.71330, -2.10369], [4.13394, 0.07986, 3.95509], [-3.40648, 3.14542, -2.91304], [-0.13607, -0.22158, 0.52922], [-1.30126, -4.88609, 0.09990], [-0.80091, 4.09335, 0.99976], [1.77828, -0.00231, 4.42623], [1.40545, 0.14757, -0.25680], [-2.14106, 1.53345, -3.93111], [-3.86889, 1.45707, -2.76327], [-2.63684, 0.48880, -6.20391], [0.80159, 0.60148, 2.33686], [-0.84436, 2.74255, -0.27839], [-1.19894, 2.17888, 6.60617], [-0.01937, 1.13953, -2.86114]], "homo_lumo_gap_ev": 6.8093, "de_lowest_ev": 24.498, "total_charge": 0}

# 4
{"formula": "C5H7NO", "method": "wB97M-V/def2-TZVPD", "elements": ["O", "N", "C", "C", "C", "C", "C", "H", "H", "H", "H", "H", "H", "H"], "coordinates": [[-1.04003, -0.72585, -2.26892], [1.25278, 0.16462, -2.27757], [-0.24255, -0.46824, -0.35280], [1.45475, 0.53988, 1.25130], [-1.58780, -0.66551, -0.95176], [0.26870, -0.39057, -1.79925], [-0.00386, 0.28174, 0.90652], [-0.56802, 1.23039, 0.82308], [-2.24176, 0.21398, -0.86377], [1.95026, 1.03608, 0.41247], [1.54390, 1.16879, 2.14279], [-0.52389, -0.25371, 1.72007], [1.97223, -0.40356, 1.44063], [-2.12476, -1.56780, -0.64112]], "homo_lumo_gap_ev": [9.2453, 7.3414], "de_lowest_ev": 4.812, "total_charge": 0}

The calculation returns the following calculated total energy values, one per record and in order: -173986.4906; -12438.6916; -58354.8866; -8831.3908 eV.